Density functional theory data (wB97M-V/def2-TZVPD) for a structure of composition C38H76O14.

Element x y z (Å)
O 1.23312 5.00674 -0.48115
C 2.38430 4.93372 -0.86392
O 2.85044 3.95364 -1.73288
C 1.96485 2.87790 -2.14853
C 2.69382 1.83356 -2.94055
C 3.56755 5.75217 -0.10205
H 1.33090 3.39493 -2.85961
H 1.39042 2.57825 -1.36075
H 3.44545 2.12572 -3.68805
H 2.05106 1.14989 -3.20937
H 3.32317 1.35161 -2.27312
H 4.07876 6.10504 -0.89926
H 4.30793 5.35035 0.54874
H 3.25703 6.61180 0.56855
O 3.86936 0.52088 0.56678
C 4.42277 0.90629 1.56104
O 3.90663 1.84094 2.43716
C 2.62603 2.34077 2.33565
C 2.50265 3.63341 3.16813
C 5.86027 0.55609 1.82627
H 1.75214 1.66072 2.47419
H 2.40655 2.72055 1.19979
H 1.47210 3.98638 3.09636
H 3.00486 4.47316 2.64612
H 2.95915 3.60131 4.10803
H 6.23155 1.05371 2.64407
H 6.65967 0.50708 1.13106
H 5.85045 -0.37554 2.33201
C 2.37923 -3.89816 2.17755
C 2.08323 -2.52172 1.76578
O 0.80891 -2.23984 1.37902
C 3.19216 -1.35694 1.73205
H 3.21096 -4.31136 1.82536
H 1.62293 -4.67972 1.79357
H 2.44618 -4.13940 3.24825
H 2.86519 -0.29703 1.45209
H 4.11777 -1.92224 1.35526
H 3.66596 -1.42999 2.64657
C -5.27567 -1.99239 0.54576
C -4.48310 -2.85669 -0.39506
O -3.81877 -2.45528 -1.47933
C -4.31273 -4.34361 0.06389
H -6.32912 -2.38497 0.81807
H -5.20266 -0.81384 0.30480
H -4.82190 -2.02857 1.56891
H -4.00318 -5.00951 -0.79718
H -5.42633 -4.81886 0.40548
H -3.63651 -4.51046 0.85117
C 0.32733 0.03976 -0.11280
C -1.13159 0.39985 -0.58242
O -1.38234 1.34341 -1.41707
C -2.25661 -0.41254 0.08861
H 0.44691 -0.83251 0.39850
H 0.94476 0.84582 0.43559
H 0.97508 -0.00815 -0.92629
H -2.43569 -1.33736 -0.39572
H -3.13279 0.29421 -0.35755
H -2.30347 -0.40579 1.12268
C 2.64260 -1.29037 -1.92177
C 2.90082 -2.60841 -2.67710
O 2.66171 -2.79246 -3.90356
C 3.25818 -3.77916 -1.74034
H 3.45527 -1.14916 -1.21642
H 2.01152 -1.25899 -1.14143
H 2.68601 -0.49872 -2.51969
H 2.39213 -4.27053 -1.36548
H 3.96090 -3.53619 -0.94600
H 3.56659 -4.61477 -2.45375
C -3.09700 3.47614 -2.32419
C -2.25304 4.51248 -3.02758
O -2.89692 5.40003 -3.90683
C -0.79113 4.64247 -2.60944
H -3.35536 3.55511 -1.37821
H -2.51712 2.67288 -2.00864
H -3.95174 3.28242 -2.84208
H -0.28595 5.63620 -3.06627
H -0.46294 3.72520 -2.76854
H -0.66573 4.73852 -1.58801
C -3.20760 -0.42850 -3.74829
C -3.58231 -1.28354 -4.91018
O -2.72847 -2.03169 -5.51128
C -5.06425 -1.23502 -5.34678
H -3.35864 0.63814 -4.12050
H -2.33632 -0.37843 -3.40878
H -3.91587 -0.64968 -2.91998
H -5.27869 -1.76142 -6.18612
H -5.56327 -0.22767 -5.68631
H -5.64816 -1.53540 -4.48540
C -0.99664 -3.86406 2.72896
C -1.35271 -2.39910 2.82513
O -1.92052 -1.96138 4.02996
C -1.28945 -1.49771 1.67774
H -1.65625 -4.17694 2.10238
H -1.01904 -4.52482 3.62393
H -0.06643 -4.05122 2.20755
H -1.71558 -0.54906 1.98404
H -1.68772 -2.05781 0.70403
H -0.07454 -1.56722 1.74444
C -0.56963 2.93020 0.79998
C -1.88159 3.73460 1.23032
O -1.96150 4.94214 0.79144
C -2.84071 2.97409 2.15980
H -0.06099 2.49628 1.50933
H 0.16068 3.60135 0.34586
H -0.63130 2.03427 -0.02266
H -3.49639 3.49629 2.49607
H -2.22363 2.52415 3.11622
H -3.35912 1.96058 1.84198
C 2.76715 0.72211 3.31970
C 1.25815 1.05309 3.08876
O 0.78186 1.16617 1.83906
C 0.38220 0.96818 4.30253
H 2.77061 -0.10350 4.06406
H 3.29139 1.83820 3.73307
H 3.19711 0.60826 2.51810
H 0.26759 -0.09828 4.63179
H -0.47101 1.43729 3.95294
H 0.75837 1.77813 5.01573
C -1.11137 -4.79126 -0.04418
C -1.31123 -4.68286 -1.56361
O -1.00396 -5.72824 -2.31850
C -1.99595 -3.33403 -2.13099
H -0.49209 -5.69211 0.08378
H -2.27471 -5.05977 0.30690
H -0.80670 -3.84649 0.61066
H -1.36153 -2.58847 -2.37147
H -2.90367 -3.18182 -1.62729
H -2.21151 -3.82593 -3.17879

Forces on the atoms, in the same order (eV/Å):
O 1.632 0.414 -1.164
C 0.415 -1.713 2.741
O 0.825 1.501 1.523
C 0.884 3.050 -3.578
C 3.591 3.621 1.829
C -2.966 0.294 0.702
H -0.485 -0.223 0.077
H -1.355 -1.232 2.171
H -1.055 0.558 -0.278
H -3.470 -3.323 -2.156
H 1.355 -1.196 1.641
H 2.021 1.678 -2.386
H 0.262 -1.894 0.154
H -0.660 -0.874 -1.384
O 0.334 1.968 -0.424
C 3.790 3.797 -3.313
O 10.044 7.486 -7.751
C 1.304 10.334 -5.689
C -0.006 0.851 -2.910
C -1.224 -0.690 1.337
H 6.133 8.838 -6.489
H 0.501 -1.183 2.180
H -0.189 -0.378 0.670
H 0.183 -0.594 0.086
H 0.155 -0.183 1.796
H 0.766 2.191 1.762
H -0.216 0.184 -1.555
H -0.204 -1.757 0.018
C -4.081 -1.542 0.934
C -3.756 3.488 -1.586
O 10.865 -4.288 0.658
C -2.619 -4.947 -1.261
H 4.111 -0.928 -1.761
H 0.689 1.600 0.480
H -0.267 0.840 0.049
H -0.614 -4.203 -0.161
H -1.303 1.081 -1.454
H 0.170 0.511 2.982
C -0.179 2.495 0.887
C 2.344 0.342 -3.060
O -10.906 1.941 7.045
C -4.442 -1.127 -2.289
H 1.552 0.686 -1.151
H -0.615 -2.933 0.114
H 0.165 -0.290 -0.672
H -0.325 0.923 0.859
H 3.021 1.546 -0.777
H 0.338 0.438 1.293
C -1.279 3.475 -2.677
C 1.143 0.647 -1.109
O 1.093 -4.612 2.303
C -4.444 6.951 -7.426
H -0.181 -1.419 0.742
H -1.672 -1.390 -1.843
H 0.242 -0.072 -2.184
H -0.060 -0.232 -0.543
H 1.169 -1.561 0.890
H -2.139 1.358 -1.762
C 3.986 -3.791 -0.542
C -2.269 -0.613 -1.632
O 1.252 0.934 4.211
C 0.818 -1.001 -2.837
H 1.348 -0.049 -0.310
H -3.421 -0.725 1.647
H -0.558 2.952 -2.371
H -1.211 0.250 0.735
H 0.087 -0.082 -0.159
H 0.492 1.066 1.064
C 2.908 1.153 -3.526
C -4.128 5.920 -2.792
O 4.258 -5.540 4.987
C -2.544 5.862 -2.474
H -1.547 2.549 4.840
H 1.113 -2.100 -1.171
H -2.152 -0.874 -1.693
H -0.948 -2.855 0.538
H 2.368 -3.876 -1.468
H -0.463 0.412 2.330
C -8.267 1.552 -2.695
C 2.913 -2.480 -2.732
O -3.507 2.800 2.185
C 0.114 3.325 1.552
H -0.408 -1.027 0.588
H 7.714 -0.641 2.489
H 0.345 0.528 -0.539
H -0.192 -2.444 -2.180
H 1.620 -1.114 1.174
H -0.289 -0.315 0.082
C 3.691 1.509 4.202
C -3.922 1.548 7.065
O 3.360 -2.041 -6.104
C 0.687 -4.230 4.143
H -4.389 -2.468 -3.485
H -0.205 1.155 -0.172
H -0.089 0.233 0.425
H 1.847 -1.320 2.449
H 1.916 0.822 3.043
H -3.010 1.992 0.098
C -3.436 2.149 -5.067
C 2.418 1.912 -2.901
O -0.798 -4.883 2.484
C 8.072 -8.234 -1.933
H 1.136 -1.292 3.986
H -0.658 0.347 -0.014
H -0.380 3.744 2.772
H -7.918 6.512 4.003
H -1.127 1.386 -2.293
H 1.319 2.093 -0.343
C -9.311 -4.326 16.280
C -3.372 -8.759 4.615
O -2.420 -4.263 5.460
C 1.676 1.643 0.067
H 0.637 -0.040 -0.163
H -2.457 -5.306 3.377
H 0.547 -4.867 -4.166
H 0.139 1.219 -0.022
H -2.555 0.151 -0.278
H -0.078 -1.718 -0.198
C -2.459 0.165 0.326
C 1.696 -1.890 -3.092
O -1.712 5.119 3.870
C 4.284 -9.437 -3.354
H -0.104 0.438 0.544
H 3.847 0.344 -0.777
H -0.421 -2.208 -2.713
H 2.332 2.691 -0.111
H 1.637 -1.383 0.008
H -0.238 1.417 1.540

## Properties
E = -2545.074531 Ha
gap between HOMO and LUMO = 7.15 eV
multiplicity = 1
energy relative to the best compared isomer or geometry (same formula, charge and spin) = 44.5552 eV